Entry 1:
The following is a DFT calculation (ωB97M-V/def2-TZVPD) of 3 unconnected molecules or ions with the total composition CH7N3O at a distorted geometry.

Cartesian coordinates (Å):
C (1.269, 0.737, 0.306)
N (2.291, 0.680, -0.477)
N (0.420, -0.243, 0.600)
N (-2.297, -0.154, -0.116)
O (1.141, -1.912, -0.105)
H (-0.598, -0.335, 0.151)
H (0.983, 1.644, 0.761)
H (3.018, 1.438, -0.334)
H (1.996, -1.520, -0.407)
H (-2.762, -0.182, 0.810)
H (-2.672, 0.707, -0.512)
H (-2.790, -0.861, -0.675)

Its electronic energy is -7664.3174 eV. The calculation puts the energy above the lowest of the compared OMol25 structures with the same formula, charge and spin at 120.08 kcal per mole. The net charge is 0. For the LUMO energy (alpha / beta), the calculation gives -0.2 / -0.2 eV. The HOMO energy (alpha / beta) comes out at -9.30 / -9.30 eV. The value obtained for the HOMO-LUMO gap (alpha / beta) is 9.10 / 9.10 eV.

These are the Mulliken partial charges, in e, on atoms 1 to 5:
1. C 0.21
2. N -0.67
3. N -0.33
4. N -0.89
5. O -0.56

***

Entry 2:
The following is a DFT calculation (ωB97M-V/def2-TZVPD) of a gas-phase ion, C6H15O3Si (charge +1) at a distorted geometry.

Cartesian coordinates (Å):
C (-1.687, -1.752, -0.184)
C (-0.312, -1.978, -0.628)
C (-2.057, -2.657, 0.981)
C (0.958, 1.146, 2.309)
C (-0.718, 2.519, -1.515)
C (2.732, 0.922, -1.095)
O (0.682, -1.269, -0.756)
O (0.870, 0.266, 1.205)
O (-0.307, 1.282, -0.877)
Si (0.998, 0.513, -0.359)
H (-2.322, -2.046, -0.888)
H (-1.901, -0.666, 0.242)
H (-0.108, -3.098, -0.825)
H (-1.630, -2.424, 1.914)
H (-1.950, -3.715, 0.723)
H (-3.033, -2.470, 1.066)
H (1.444, 2.135, 1.999)
H (1.743, 0.705, 2.915)
H (0.013, 1.002, 2.702)
H (0.031, 3.338, -1.662)
H (-1.086, 2.115, -2.539)
H (-1.573, 2.899, -0.977)
H (2.906, 0.749, -2.154)
H (2.799, 2.116, -0.976)
H (3.508, 0.370, -0.620)

Its spin multiplicity is 3. Its electronic energy is -20474.8018 eV. The net charge is +1. For the LUMO energy (alpha / beta), the calculation gives -2.5 / -8.9 eV. The HOMO energy (alpha / beta) comes out at -11.30 / -14.56 eV. The value obtained for the HOMO-LUMO gap (alpha / beta) is 8.82 / 5.65 eV.

These are the Mulliken partial charges, in e, on atoms 1 to 5:
1. C 0.16
2. C -0.23
3. C -1.37
4. C -0.64
5. C -0.64

***

Entry 3:
The following is a DFT calculation (ωB97M-V/def2-TZVPD) of a molecular structure, C2H3FS2 at a distorted geometry.

Cartesian coordinates (Å):
C (0.569, 0.345, 0.131)
C (-0.255, -1.033, 0.155)
H (-0.034, 2.958, -0.932)
H (0.248, -1.777, -0.504)
H (-0.424, -1.623, 1.354)
F (-1.554, -0.741, -0.282)
S (-0.812, 1.572, 0.128)
S (2.262, 0.298, -0.049)

Its electronic energy is -26506.3366 eV. The calculation puts the energy above the lowest of the compared OMol25 structures with the same formula, charge and spin at 81.14 kcal per mole. The net charge is 0. For the LUMO energy, the calculation gives -1.3 eV. The HOMO energy comes out at -9.17 eV. The value obtained for the HOMO-LUMO gap is 7.88 eV.

These are the Mulliken partial charges, in e, on atoms 1 to 5:
1. C 0.12
2. C -0.20
3. H 0.17
4. H 0.29
5. H 0.22

***

Entry 4:
The following is a DFT calculation (ωB97M-V/def2-TZVPD) of a molecular structure, C3H3MgO4Tb at a distorted geometry.

Cartesian coordinates (Å):
O (0.746, -0.800, 2.389)
C (1.815, -0.115, 2.568)
O (2.070, 0.514, 3.593)
Mg (-0.635, -1.040, 1.036)
O (0.288, -0.314, -0.654)
C (1.075, 0.612, -1.109)
C (0.360, 1.433, -2.177)
O (-1.002, 1.264, -2.345)
Tb (-2.071, -0.022, -1.363)
H (0.928, 1.206, -3.111)
H (0.631, 2.487, -1.935)
H (2.503, 0.097, 1.655)

Its spin multiplicity is 7. Its electronic energy is -39225.0658 eV. The calculation puts the energy above the lowest of the compared OMol25 structures with the same formula, charge and spin at 0.00 kcal per mole. The net charge is 0. For the LUMO energy (alpha / beta), the calculation gives -1.9 / -1.4 eV. The HOMO energy (alpha / beta) comes out at -7.39 / -7.40 eV. The value obtained for the HOMO-LUMO gap (alpha / beta) is 5.45 / 5.98 eV.

These are the Mulliken partial charges, in e, on atoms 1 to 5:
1. O -0.50
2. C 0.24
3. O -0.55
4. Mg 0.90
5. O -0.55

***

Entry 5:
The following is a DFT calculation (ωB97M-V/def2-TZVPD) of 2 unconnected molecules or ions with the total composition CH3N2O2S at a distorted geometry.

Cartesian coordinates (Å):
C (-0.880, -0.291, -0.922)
N (-0.005, -0.786, 1.187)
N (0.067, -0.424, -0.070)
O (-3.078, 1.314, -0.237)
O (-0.805, 2.478, -0.016)
S (-1.765, 1.686, -0.830)
H (-1.869, -0.733, -0.798)
H (-0.487, -0.176, -2.335)
H (0.889, -0.562, 1.738)

Its electronic energy is -18993.4297 eV. The calculation puts the energy above the lowest of the compared OMol25 structures with the same formula, charge and spin at 89.19 kcal per mole. The net charge is -1. For the LUMO energy (alpha / beta), the calculation gives 3.8 / 3.8 eV. The HOMO energy (alpha / beta) comes out at -3.54 / -3.54 eV. The value obtained for the HOMO-LUMO gap (alpha / beta) is 7.37 / 7.37 eV.

These are the Mulliken partial charges, in e, on atoms 1 to 5:
1. C -0.51
2. N -0.73
3. N 0.02
4. O -0.56
5. O -0.54

***

Entry 6:
The following is a DFT calculation (ωB97M-V/def2-TZVPD) of 2 unconnected molecules or ions with the total composition C18H17O at a distorted geometry.

Cartesian coordinates (Å):
C (4.612, -0.284, -0.464)
C (3.233, -0.143, -0.900)
C (2.674, 0.304, -2.084)
C (1.277, 0.066, -1.973)
C (1.043, -0.448, -0.692)
O (2.245, -0.604, -0.048)
H (5.296, 0.206, -1.165)
H (4.766, 0.164, 0.523)
H (4.885, -1.348, -0.410)
H (3.210, 0.701, -2.952)
H (0.528, 0.250, -2.742)
H (0.223, -1.101, -0.383)
C (-0.576, 0.624, 0.340)
C (-1.689, 0.702, -0.620)
C (-1.824, 1.889, -1.395)
C (-2.634, 1.909, -2.527)
C (-3.371, 0.774, -2.886)
C (-3.290, -0.381, -2.103)
C (-2.450, -0.431, -0.995)
C (-0.678, 0.062, 1.689)
C (0.162, 0.630, 2.686)
C (0.422, -0.056, 3.865)
C (-0.140, -1.325, 4.081)
C (-1.022, -1.861, 3.136)
C (-1.367, -1.139, 1.999)
H (0.161, 1.437, 0.247)
H (-1.241, 2.775, -1.116)
H (-2.670, 2.813, -3.144)
H (-3.955, 0.775, -3.802)
H (-3.853, -1.269, -2.379)
H (-2.305, -1.376, -0.470)
H (0.638, 1.598, 2.495)
H (1.093, 0.383, 4.614)
H (0.150, -1.904, 4.960)
H (-1.430, -2.858, 3.286)
H (-2.121, -1.533, 1.329)

Its electronic energy is -20980.5392 eV. The calculation puts the energy above the lowest of the compared OMol25 structures with the same formula, charge and spin at 1.12 kcal per mole. The net charge is +1. For the LUMO energy, the calculation gives -5.3 eV. The HOMO energy comes out at -12.07 eV. The value obtained for the HOMO-LUMO gap is 6.75 eV.

These are the Mulliken partial charges, in e, on atoms 1 to 5:
1. C -1.19
2. C 0.60
3. C -0.85
4. C -0.02
5. C -0.15

***

Entry 7:
The following is a DFT calculation (ωB97M-V/def2-TZVPD) of a single C4H10N2O molecule at a distorted geometry.

Cartesian coordinates (Å):
C (1.384, 0.703, 0.666)
C (0.705, 0.510, -0.686)
N (0.503, 1.933, -1.257)
C (-0.757, -0.143, -0.553)
N (-0.734, -1.467, 0.014)
C (-1.309, -1.950, 1.169)
O (-2.331, -1.630, 1.719)
H (0.621, 0.998, 1.394)
H (2.095, 1.523, 0.578)
H (2.016, -0.076, 1.048)
H (1.240, -0.016, -1.473)
H (-0.310, 1.885, -1.881)
H (0.173, 2.369, -0.398)
H (-1.121, -0.200, -1.568)
H (-1.336, 0.529, 0.081)
H (-0.078, -2.127, -0.369)
H (-0.760, -2.840, 1.516)

Its electronic energy is -9337.4735 eV. The calculation puts the energy above the lowest of the compared OMol25 structures with the same formula, charge and spin at 34.91 kcal per mole. The net charge is 0. For the LUMO energy, the calculation gives 0.8 eV. The HOMO energy comes out at -9.49 eV. The value obtained for the HOMO-LUMO gap is 10.31 eV.

These are the Mulliken partial charges, in e, on atoms 1 to 5:
1. C -1.46
2. C 0.31
3. N -0.74
4. C -0.74
5. N -0.11

***

Entry 8:
The following is a DFT calculation (ωB97M-V/def2-TZVPD) of 3 unconnected molecules or ions with the total composition C4H14N2O2 at a distorted geometry.

Cartesian coordinates (Å):
C (1.482, 0.444, -2.438)
C (0.246, 0.852, -1.640)
C (0.430, 0.832, -0.135)
N (-0.043, 1.950, 0.534)
C (0.971, -0.218, 0.469)
N (1.051, -0.431, 1.875)
H (1.743, -0.590, -2.213)
H (2.342, 1.054, -2.139)
H (1.310, 0.615, -3.495)
H (-0.562, 0.176, -1.928)
H (-0.044, 1.853, -1.946)
H (-0.480, 2.665, -0.008)
H (0.129, 2.079, 1.514)
H (1.099, -1.137, -0.094)
H (1.671, -1.188, 2.117)
H (1.297, 0.392, 2.411)
O (-1.258, -2.537, -0.735)
H (-2.217, -2.466, -0.648)
H (-0.916, -1.869, -0.131)
O (-2.191, -0.414, 1.778)
H (-1.312, -0.254, 1.386)
H (-2.062, -0.701, 2.685)

Its electronic energy is -11449.9232 eV. The calculation puts the energy above the lowest of the compared OMol25 structures with the same formula, charge and spin at 17.68 kcal per mole. The net charge is 0. For the LUMO energy, the calculation gives 0.8 eV. The HOMO energy comes out at -7.45 eV. The value obtained for the HOMO-LUMO gap is 8.24 eV.

These are the Mulliken partial charges, in e, on atoms 1 to 5:
1. C -1.18
2. C -0.69
3. C 1.20
4. N -0.43
5. C -1.09

***

Entry 9:
The following is a DFT calculation (ωB97M-V/def2-TZVPD) of a gas-phase ion, C9H16IN2OS (charge +1) at a distorted geometry.

Cartesian coordinates (Å):
C (-1.271, -0.486, -0.557)
C (-1.024, -1.419, -1.495)
C (-0.210, 0.462, -0.110)
C (1.356, 0.194, -0.169)
C (1.791, -1.200, 0.059)
C (-2.104, -2.331, -2.200)
C (-0.954, 3.682, 1.228)
C (0.334, -0.901, 2.449)
C (0.110, 2.798, 0.531)
N (-0.569, 1.609, 0.160)
N (2.792, -1.659, -0.714)
O (0.312, -1.865, -1.625)
S (1.456, -2.033, 1.487)
I (-3.212, 0.009, 0.050)
H (1.774, 0.552, -1.143)
H (1.640, 0.791, 0.794)
H (-2.448, -2.961, -1.337)
H (-1.432, -2.921, -2.825)
H (-2.932, -1.833, -2.654)
H (-1.950, 3.685, 0.676)
H (-1.179, 3.326, 2.237)
H (-0.577, 4.653, 1.338)
H (0.418, 0.212, 2.239)
H (0.178, -1.186, 3.542)
H (-0.593, -1.218, 1.990)
H (1.027, 2.660, 1.134)
H (0.418, 3.223, -0.474)
H (3.129, -2.633, -0.547)
H (3.305, -1.094, -1.511)
H (0.415, -2.117, -2.553)

Its electronic energy is -33546.9210 eV. The net charge is +1. For the LUMO energy, the calculation gives -3.9 eV. The HOMO energy comes out at -11.59 eV. The value obtained for the HOMO-LUMO gap is 7.71 eV.

These are the Mulliken partial charges, in e, on atoms 1 to 5:
1. C -1.02
2. C 0.74
3. C 0.28
4. C -0.49
5. C 0.71

***

Entry 10:
The following is a DFT calculation (ωB97M-V/def2-TZVPD) of 8 unconnected molecules or ions with the total composition C18H39Br14N2.

Cartesian coordinates (Å):
C (-2.987, -1.869, -2.093)
C (-3.571, -3.047, -1.308)
C (-4.286, -2.581, -0.045)
C (-2.491, -4.094, -0.949)
N (-2.966, -5.408, -0.656)
N (-3.308, -5.970, -1.958)
H (-2.712, -2.197, -3.098)
H (-3.705, -1.047, -2.179)
H (-2.091, -1.498, -1.591)
H (-4.288, -3.553, -1.960)
H (-5.286, -2.200, -0.290)
H (-4.430, -3.437, 0.610)
H (-3.753, -1.777, 0.472)
H (-1.764, -4.088, -1.801)
H (-1.936, -3.735, -0.066)
H (-2.498, -6.345, -2.454)
H (-3.978, -6.715, -1.843)
Br (-2.959, -0.934, 3.925)
C (-1.780, -2.384, 4.459)
C (-1.432, -3.270, 3.289)
Br (-2.900, -4.420, 2.777)
H (-2.293, -2.934, 5.241)
H (-0.893, -1.903, 4.865)
H (-0.610, -3.931, 3.557)
H (-1.163, -2.701, 2.403)
Br (2.458, 1.296, -0.377)
C (0.688, 1.238, -1.193)
C (-0.381, 1.689, -0.238)
Br (-0.795, 0.351, 1.107)
H (0.535, 0.220, -1.536)
H (0.740, 1.911, -2.047)
H (-1.309, 1.859, -0.778)
H (-0.106, 2.583, 0.307)
Br (-1.052, -7.146, -4.226)
C (-1.398, -7.085, -6.140)
C (-1.128, -5.719, -6.715)
Br (-2.510, -4.440, -6.245)
H (-2.430, -7.390, -6.275)
H (-0.734, -7.817, -6.596)
H (-1.117, -5.760, -7.802)
H (-0.191, -5.309, -6.353)
Br (-2.666, 4.288, 0.325)
C (-1.947, 5.933, 1.063)
C (-0.745, 6.423, 0.301)
Br (0.848, 5.375, 0.675)
H (-1.725, 5.731, 2.105)
H (-2.751, 6.663, 0.996)
H (-0.504, 7.442, 0.594)
H (-0.899, 6.378, -0.772)
Br (-5.081, 3.062, 5.918)
C (-6.351, 2.807, 4.467)
C (-5.955, 1.682, 3.550)
Br (-4.480, 2.175, 2.389)
H (-6.411, 3.755, 3.943)
H (-7.303, 2.589, 4.945)
H (-6.782, 1.431, 2.890)
H (-5.643, 0.794, 4.092)
Br (8.967, 1.828, -0.644)
C (7.219, 1.525, -1.445)
C (6.104, 2.010, -0.558)
Br (5.797, 0.821, 0.944)
H (7.153, 0.462, -1.646)
H (7.227, 2.077, -2.381)
H (5.169, 2.030, -1.113)
H (6.306, 2.993, -0.143)
Br (10.991, 6.893, 3.215)
C (11.096, 5.206, 2.253)
C (9.908, 4.984, 1.356)
Br (8.320, 4.487, 2.350)
H (11.191, 4.428, 3.002)
H (12.008, 5.262, 1.663)
H (10.098, 4.156, 0.678)
H (9.655, 5.871, 0.784)

Its electronic energy is -1002872.3851 eV. The calculation puts the energy above the lowest of the compared OMol25 structures with the same formula, charge and spin at 0.00 kcal per mole. The net charge is -1. For the LUMO energy, the calculation gives 1.5 eV. The HOMO energy comes out at -0.81 eV. The value obtained for the HOMO-LUMO gap is 2.32 eV.

These are the Mulliken partial charges, in e, on atoms 1 to 5:
1. C -1.32
2. C 0.94
3. C -1.22
4. C -0.78
5. N -0.50

***

Entry 11:
The following is a DFT calculation (ωB97M-V/def2-TZVPD) of 2 unconnected molecules or ions with the total composition C4H9N2S2 at a distorted geometry.

Cartesian coordinates (Å):
C (-0.289, 1.763, -0.198)
C (-1.538, 1.244, 0.107)
C (-0.207, -0.479, -0.233)
C (-2.513, -1.152, 0.168)
N (0.514, 0.662, -0.458)
N (-1.419, -0.183, 0.112)
S (3.313, 0.481, 0.190)
S (0.390, -2.036, -0.717)
H (-0.040, 2.762, -0.297)
H (-2.551, 1.513, 0.514)
H (-3.352, -0.664, 0.707)
H (-2.755, -1.361, -0.901)
H (-1.930, -2.006, 0.611)
H (1.411, 0.816, -0.845)
H (4.311, -0.382, 0.081)
H (3.931, 1.075, -0.747)
H (1.725, -1.834, -0.744)

Its electronic energy is -28937.2001 eV. The calculation puts the energy above the lowest of the compared OMol25 structures with the same formula, charge and spin at 26.33 kcal per mole. The net charge is +1. For the LUMO energy, the calculation gives -2.9 eV. The HOMO energy comes out at -13.28 eV. The value obtained for the HOMO-LUMO gap is 10.34 eV.

These are the Mulliken partial charges, in e, on atoms 1 to 5:
1. C -0.51
2. C -0.13
3. C 0.34
4. C -0.73
5. N 0.04

***

Entry 12:
The following is a DFT calculation (ωB97M-V/def2-TZVPD) of 2 unconnected molecules or ions with the total composition C4H8O at a distorted geometry.

Cartesian coordinates (Å):
C (1.314, -0.650, 0.454)
C (0.705, 0.127, 1.432)
C (0.934, 1.510, 1.698)
H (1.729, -1.700, 0.764)
H (1.530, -0.098, -0.485)
H (-0.068, -0.334, 1.990)
H (1.602, 1.742, 0.862)
H (0.069, 2.100, 1.768)
H (1.451, 1.578, 2.678)
C (-2.233, -1.087, -2.719)
O (-2.055, -1.483, -3.847)
H (-2.480, 0.014, -2.646)
H (-2.497, -1.719, -1.947)

Its electronic energy is -6321.6777 eV. The calculation puts the energy above the lowest of the compared OMol25 structures with the same formula, charge and spin at 80.48 kcal per mole. The net charge is 0. For the LUMO energy, the calculation gives 0.7 eV. The HOMO energy comes out at -8.71 eV. The value obtained for the HOMO-LUMO gap is 9.43 eV.

These are the Mulliken partial charges, in e, on atoms 1 to 5:
1. C -0.73
2. C -0.10
3. C -0.82
4. H 0.23
5. H 0.26

***

> Which formula does entry 12 have?

C4H8O

***

> Among the records above, which one has the highest electronic energy?

C4H8O